(1)
Below is 2 unconnected molecules or ions with the total composition C4H5NO3S in a non-equilibrium geometry, with properties calculated with the ωB97M-V functional and the def2-TZVPD basis.

Geometry (Å):
C  -3.77450  0.22013  0.19922
C  -1.61532  1.51477  -0.01223
C  2.79106  -1.38311  0.17423
C  -2.99199  1.28242  -0.14579
N  -4.39556  -0.68750  0.56474
O  -0.75507  0.74611  0.39741
O  2.73201  1.05600  -0.90538
O  2.49819  0.88289  1.56050
S  2.10151  0.36123  0.26509
H  -1.21625  2.52060  -0.15664
H  2.81882  -2.00448  1.08198
H  2.21753  -1.95605  -0.43206
H  3.76635  -1.37194  -0.15255
H  -3.52350  2.22959  -0.30974

Calculated values
- LUMO energy (spin up / spin down) (Ha) = -0.0750 / -0.1167
- HOMO (spin up / spin down) (eV) = -10.77 / -9.56
- E_tot (eV) = -22692.00679
- energy above the lowest of the compared OMol25 structures with the same formula, charge and spin (eV) = 4.340
- strongest force on any atom (eV/A) = 3.35

Löwdin atomic charge list, values in e, 8 entries:
1. C -0.20
2. C -0.27
3. C -0.14
4. C -0.01
5. N 0.20
6. O 0.02
7. O -0.40
8. O -0.38

(2)
Below is a molecular structure, C38H60BrN5OSi3Zr, with properties calculated with the ωB97M-V functional and the def2-TZVPD basis.

Geometry (Å):
Zr  0.61256  -1.34279  0.44081
C  3.90383  -5.62834  1.00042
C  3.00643  -5.14907  0.06116
C  2.86201  -3.77357  -0.10625
C  3.60492  -2.85788  0.64713
C  4.51108  -3.36936  1.58279
C  4.65778  -4.73557  1.75642
Si  3.31156  -1.02990  0.34431
C  4.18708  -0.47447  -1.22639
C  4.84814  0.75530  -1.26082
C  5.49951  1.19288  -2.40989
C  5.49441  0.40555  -3.55188
C  4.84759  -0.82626  -3.53627
C  4.20506  -1.25768  -2.38473
H  4.02669  -6.69415  1.13963
H  2.43255  -5.84012  -0.54425
H  2.18914  -3.43230  -0.89565
H  5.10376  -2.69317  2.18680
H  5.36688  -5.11233  2.48152
H  3.88592  -0.22434  1.45165
H  4.88819  1.37358  -0.37017
H  6.03377  2.13445  -2.40270
H  6.02546  0.72951  -4.43813
H  4.88086  -1.46609  -4.41015
H  3.74593  -2.24273  -2.37770
N  0.12485  -7.75409  2.27398
C  -0.34884  -6.82030  1.80472
C  -0.90882  -5.64447  1.19964
C  -2.17230  -5.64385  0.61926
C  -2.62892  -4.47372  0.03599
C  -1.80965  -3.36285  0.04399
N  -0.59493  -3.35761  0.61287
C  -0.15413  -4.47968  1.18580
H  -2.77629  -6.54105  0.62656
H  -3.60439  -4.42182  -0.42472
H  -2.13251  -2.43683  -0.41876
H  0.82762  -4.45987  1.63436
C  -0.17197  -2.20244  5.39420
Si  -0.42021  -1.27630  3.79672
C  -2.10713  -1.76652  3.11695
C  -0.35547  0.56546  4.12879
C  0.95320  -1.72955  2.56411
H  -0.96446  -1.95188  6.10302
H  0.78215  -1.94931  5.85945
H  -0.19079  -3.28366  5.24359
H  -2.89232  -1.34954  3.75251
H  -2.23238  -2.85261  3.12715
H  -2.30440  -1.41983  2.09823
H  -1.25188  0.88030  4.66807
H  -0.27243  1.16972  3.22241
H  0.50159  0.80321  4.76219
H  1.17578  -2.78842  2.73377
H  1.84751  -1.17996  2.89517
C  1.83745  0.14204  -5.69771
N  1.41506  -0.20403  -4.34977
C  0.80129  -1.45680  -3.94472
C  0.70631  -1.22340  -2.46250
O  0.28645  -2.07997  -1.62100
N  1.16550  -0.04536  -2.11025
C  1.62907  0.52750  -3.26186
N  2.21614  1.71081  -3.26178
H  1.60485  -0.68856  -6.35815
H  2.91639  0.30577  -5.72589
H  1.30964  1.02660  -6.05414
H  1.45209  -2.31062  -4.15105
H  -0.17302  -1.62858  -4.40527
H  2.51129  2.07825  -2.37033
H  2.70927  2.03819  -4.07693
C  -1.61383  5.57241  0.58864
C  -0.90688  4.20812  0.39141
C  -0.00758  3.93715  1.60618
C  -0.00600  4.31492  -0.84548
Si  -2.29295  2.93889  0.15721
Br  -0.89146  0.82020  0.25428
C  -2.93283  2.67147  -1.62073
C  -3.98687  1.55634  -1.67863
C  -1.86227  2.34485  -2.67696
C  -3.59141  4.00749  -2.04580
C  -3.53827  2.70456  1.56943
C  -4.74994  3.60800  1.23961
C  -2.99457  3.13593  2.93970
C  -4.01231  1.25319  1.72168
H  -0.84621  6.34612  0.67165
H  -2.21197  5.61628  1.49676
H  -2.25120  5.84666  -0.25299
H  0.73107  4.74056  1.66493
H  0.54044  2.99861  1.51081
H  -0.54678  3.92540  2.55004
H  0.79828  5.02136  -0.62571
H  -0.53644  4.69275  -1.71867
H  0.44974  3.35544  -1.10445
H  -3.55780  0.58103  -1.43597
H  -4.37420  1.50105  -2.69899
H  -4.83783  1.72719  -1.02276
H  -1.21418  1.51480  -2.39248
H  -1.23601  3.20027  -2.92006
H  -2.38529  2.05830  -3.59322
H  -4.44309  4.28674  -1.42728
H  -3.95888  3.89745  -3.06947
H  -2.88204  4.83530  -2.05117
H  -4.47388  4.66094  1.14747
H  -5.45583  3.53472  2.07054
H  -5.28296  3.31084  0.33853
H  -2.70003  4.18208  2.98527
H  -2.15168  2.52266  3.25795
H  -3.79274  2.99835  3.67366
H  -4.40201  0.81514  0.80373
H  -4.81736  1.23506  2.46069
H  -3.21136  0.61591  2.09430

Calculated values
- LUMO energy (Ha) = -0.2028
- net charge = +2
- HOMO (eV) = -12.98
- E_tot (eV) = -144824.69932
- strongest force on any atom (eV/A) = 0.35

Löwdin atomic charge list, values in e, 8 entries:
1. Zr 1.26
2. C -0.06
3. C -0.09
4. C -0.17
5. C -0.36
6. C -0.08
7. C -0.05
8. Si 0.66

(3)
Below is 7 unconnected molecules or ions with the total composition C23H61NO9PS in a non-equilibrium geometry, with properties calculated with the ωB97M-V functional and the def2-TZVPD basis.

Geometry (Å):
O  -1.35311  -2.48803  1.03030
P  -0.90387  -1.35547  -0.01827
O  0.72463  -1.74438  -0.59313
O  -0.80741  0.14750  0.85133
C  -2.14303  -1.39006  -1.46674
C  -2.43355  0.06420  -2.17668
C  -3.08842  1.19338  -1.15833
C  -3.98762  0.33130  -0.06228
C  -4.53835  -1.10390  -0.62675
S  -5.44876  -1.94847  0.80435
N  -3.47798  -2.04167  -1.15740
H  1.26662  -0.89761  -0.69755
H  -0.30384  0.85885  0.33937
H  -1.64372  -2.06687  -2.31434
H  -3.28009  -0.14090  -2.99382
H  -1.50320  0.44720  -2.77907
H  -2.18072  1.76714  -0.66679
H  -3.71030  1.96853  -1.77673
H  -4.93419  1.02213  0.16625
H  -3.42893  0.15238  0.96206
H  -5.35291  -0.86048  -1.45958
H  -5.13632  -3.33727  0.80628
H  -3.84515  -2.40443  -2.08894
H  -3.37865  -2.91623  -0.55812
C  1.60710  2.86973  3.45525
C  0.17065  3.36740  3.47638
C  -0.49509  3.08218  4.81316
O  -0.56569  2.72908  2.43640
H  1.64835  1.78521  3.60647
H  2.06970  3.07063  2.48299
H  2.20412  3.35402  4.23414
H  0.15130  4.44453  3.27797
H  -0.52841  2.00515  5.01257
H  -1.53215  3.43476  4.80953
H  0.03887  3.57287  5.63277
H  -0.55393  1.77212  2.60433
C  3.56723  5.99116  1.31760
C  3.47422  5.59572  -0.14748
C  2.45270  6.44496  -0.88697
O  3.10497  4.22253  -0.24352
H  2.60643  5.84659  1.82428
H  4.29710  5.36348  1.84002
H  3.86497  7.03870  1.42557
H  4.45581  5.70497  -0.62129
H  1.45232  6.31649  -0.45849
H  2.38763  6.14096  -1.93729
H  2.71704  7.50610  -0.84515
H  2.23441  4.11603  0.17467
C  -4.15033  -5.39056  -3.87492
C  -4.41391  -4.06560  -4.57242
C  -4.42027  -4.22677  -6.08422
O  -3.40652  -3.12808  -4.20171
H  -3.17090  -5.79348  -4.15625
H  -4.13627  -5.25709  -2.78790
H  -4.91750  -6.12903  -4.12741
H  -5.37632  -3.66042  -4.24144
H  -3.45039  -4.58843  -6.44394
H  -4.59889  -3.26301  -6.57317
H  -5.19556  -4.93031  -6.40296
H  -2.54833  -3.47953  -4.49171
C  -2.14973  -5.37748  1.86083
C  -3.57447  -5.47694  2.38210
C  -3.78515  -6.75450  3.17897
O  -4.48221  -5.45042  1.28368
H  -1.91860  -6.21274  1.19024
H  -2.01610  -4.45927  1.27889
H  -1.42755  -5.37947  2.68307
H  -3.79729  -4.60911  3.01231
H  -3.61202  -7.63864  2.55514
H  -4.81822  -6.81847  3.53741
H  -3.11203  -6.79775  4.04077
H  -4.29178  -6.21755  0.71856
C  2.97229  2.05788  -3.66720
C  4.23920  2.71722  -4.18845
C  5.45549  1.83184  -3.96870
O  4.43360  3.96100  -3.52029
H  3.04140  1.87370  -2.58921
H  2.10705  2.71163  -3.82084
H  2.78612  1.10549  -4.17310
H  4.12917  2.93290  -5.25678
H  5.61270  1.63962  -2.90137
H  6.36166  2.32440  -4.33754
H  5.34380  0.87269  -4.48367
H  4.53234  3.77929  -2.57090
C  5.14967  -0.20913  4.79365
C  4.88609  1.11583  4.09615
C  4.87973  0.95465  2.58436
O  5.89348  2.05335  4.46686
H  6.12910  -0.61205  4.51233
H  5.16373  -0.07566  5.88067
H  4.38250  -0.94760  4.54116
H  3.92368  1.52101  4.42713
H  5.84961  0.59300  2.22463
H  4.70111  1.91842  2.09540
H  4.10444  0.25111  2.26561
H  6.75167  1.70190  4.17686

Calculated values
- LUMO energy (Ha) = -0.1138
- net charge = +1
- HOMO (eV) = -11.70
- E_tot (eV) = -64874.63600
- energy above the lowest of the compared OMol25 structures with the same formula, charge and spin (eV) = 4.460
- strongest force on any atom (eV/A) = 6.67

Löwdin atomic charge list, values in e, 8 entries:
1. O -0.35
2. P 0.80
3. O -0.19
4. O -0.21
5. C -0.28
6. C -0.15
7. C -0.16
8. C -0.19

(4)
Below is a molecular structure, C13H10N4OPdS in a non-equilibrium geometry, with properties calculated with the ωB97M-V functional and the def2-TZVPD basis.

Geometry (Å):
Pd  -0.49817  1.06357  0.05424
O  1.36933  -2.32870  1.62758
C  0.82217  -1.24419  1.43727
N  0.41426  -0.78704  0.24578
C  0.65190  -1.66054  -0.87394
C  0.17009  -1.08563  -2.17694
C  0.33251  -1.81951  -3.35113
C  -0.10858  -1.29559  -4.55110
C  -0.70464  -0.04348  -4.54733
C  -0.83180  0.62644  -3.34319
N  -0.40637  0.12099  -2.18613
C  0.56604  -0.31662  2.60260
C  0.95770  -0.71166  3.87781
C  0.72380  0.13664  4.94569
C  0.10504  1.35456  4.70509
C  -0.25501  1.67464  3.40413
N  -0.02896  0.85890  2.38431
H  0.15929  -2.63197  -0.69981
H  1.72939  -1.88376  -0.95027
H  0.80181  -2.79055  -3.30994
H  0.00905  -1.85015  -5.47036
H  -1.06456  0.40705  -5.45772
H  -1.29370  1.60694  -3.30970
H  1.43399  -1.67384  3.98922
H  1.01750  -0.14482  5.94607
H  -0.09769  2.04802  5.50578
H  -0.74066  2.61521  3.16941
S  -1.45696  3.13347  0.22788
C  -1.76469  3.23888  -1.38705
N  -2.01209  3.38275  -2.50824

Calculated values
- LUMO energy (Ha) = -0.0544
- HOMO (eV) = -8.51
- E_tot (eV) = -35966.60347
- strongest force on any atom (eV/A) = 3.11

Löwdin atomic charge list, values in e, 8 entries:
1. Pd 0.68
2. O 0.03
3. C -0.51
4. N -0.09
5. C -0.17
6. C -0.25
7. C -0.02
8. C -0.05